Entry 1:
Here is a cluster of 2 separate species, C4H10N in total in a non-equilibrium geometry from the OMol25 dataset. Energies are from ωB97M-V/def2-TZVPD.

```
15
Properties=species:S:1:pos:R:3:lowdin_charge:R:1
C 2.1250 0.8816 -1.4445 -0.093
C 1.8126 -0.2124 -2.1542 -0.076
H 3.1849 1.0897 -1.2981 0.059
H 1.4301 1.6762 -1.2136 0.029
H 2.4700 -1.0769 -2.0838 0.049
H 1.1175 -0.2490 -2.9939 0.058
C -1.2088 -1.3685 1.2256 0.027
C -1.8015 0.9755 1.3345 0.179
N -0.9744 0.0764 0.9574 0.023
H -0.6950 -1.9856 0.4917 0.104
H -0.8021 -1.6693 2.1931 0.115
H -2.2966 -1.4420 1.1970 0.106
H -2.8400 0.7506 1.5630 0.131
H -1.4345 1.9974 1.4250 0.133
H -0.0874 0.5563 0.8008 0.157
```

Max |F| ... 2.1 eV Å⁻¹
Net charge ... +1
Energy above the lowest of the compared OMol25 structures with the same formula, charge and spin ... 3.114 eV
Calculated total energy ... -212.8059 Eh

***

Entry 2:
Here is a structure of composition C4H10N in a non-equilibrium geometry from the OMol25 dataset. Energies are from ωB97M-V/def2-TZVPD.

```
15
Properties=species:S:1:pos:R:3:lowdin_charge:R:1
C -0.4582 -1.0098 -0.6109 0.166
C 0.1812 -0.5706 0.6401 -0.231
C 1.6155 -0.1501 0.4281 -0.138
C 1.9307 1.1326 0.1345 0.086
N -2.4793 0.5499 -0.3835 0.150
H -0.6440 -2.0804 -0.6918 0.132
H -0.0825 -0.7013 -1.5156 0.092
H 0.1678 -1.3175 1.4241 0.131
H -0.3302 0.2651 1.1851 0.161
H 2.2210 -1.0531 0.3445 0.118
H 2.9403 1.3063 -0.2728 0.089
H 1.2198 1.9367 0.2153 0.077
H -3.3597 0.3494 0.0856 0.072
H -1.6733 -0.2786 -0.4980 0.027
H -2.6656 1.2895 -1.0460 0.066
```

Max |F| ... 4.1 eV Å⁻¹
Net charge ... +1
Energy above the lowest of the compared OMol25 structures with the same formula, charge and spin ... 6.064 eV
Calculated total energy ... -212.6975 Eh

***

Entry 3:
Here is the ion C4H10N with charge +1 in a non-equilibrium geometry from the OMol25 dataset. Energies are from ωB97M-V/def2-TZVPD.

```
15
Properties=species:S:1:pos:R:3:lowdin_charge:R:1
C -0.0037 -1.3193 1.4106 0.132
C 0.1950 -0.6847 0.2751 -0.309
N -0.4316 -1.2177 -0.9780 0.245
C 0.7980 0.6608 0.0629 -0.206
C -0.2159 1.7781 -0.1917 -0.071
H 0.4825 -0.8614 2.2687 0.102
H -0.6024 -2.2186 1.4856 0.090
H 0.2486 -1.5511 -1.6615 0.184
H -1.0578 -1.9996 -0.7699 0.173
H -1.0250 -0.4708 -1.3463 0.158
H 1.4063 0.9113 0.9446 0.133
H 1.5435 0.6681 -0.7189 0.117
H 0.3409 2.6911 -0.4142 0.091
H -0.8121 2.0370 0.6824 0.090
H -0.8664 1.5768 -1.0493 0.070
```

Max |F| ... 1.0 eV Å⁻¹
Structure (SMILES) ... C=C([NH3+])CC
Net charge ... +1
Energy above the lowest of the compared OMol25 structures with the same formula, charge and spin ... 0.929 eV
Calculated total energy ... -212.8862 Eh

***

Entry 4:
Here is the ion C4H10N with charge +1 in a non-equilibrium geometry from the OMol25 dataset. Energies are from ωB97M-V/def2-TZVPD.

```
15
Properties=species:S:1:pos:R:3:lowdin_charge:R:1
C 1.0556 0.6147 -0.2702 -0.188
C 0.8201 -0.7818 -0.4596 -0.200
C -0.6772 -1.0691 -0.4803 -0.049
N -1.2081 0.1569 0.3170 0.054
C -0.0010 1.0521 0.7954 -0.043
H 1.8941 0.9186 0.2859 0.116
H 1.1612 1.1638 -1.1435 0.113
H 1.3002 -1.0090 -1.3964 0.132
H 1.3322 -1.3773 0.2597 0.124
H -1.0086 -0.9547 -1.5058 0.128
H -0.9973 -2.0581 -0.1551 0.137
H -1.9267 0.7693 -0.0371 0.163
H -1.5920 -0.2791 1.2098 0.191
H -0.2639 2.1179 0.6216 0.133
H 0.1113 0.7358 1.9586 0.188
```

Max |F| ... 4.5 eV Å⁻¹
Structure (SMILES) ... C1CC[NH2+]C1
Net charge ... +1
Energy above the lowest of the compared OMol25 structures with the same formula, charge and spin ... 1.354 eV
Calculated total energy ... -212.8706 Eh

***

Entry 5:
Here is the ion C4H10N with charge +1 in a non-equilibrium geometry from the OMol25 dataset. Energies are from ωB97M-V/def2-TZVPD.

```
15
Properties=species:S:1:pos:R:3:lowdin_charge:R:1
C -1.1735 -0.5567 0.6517 0.179
N -0.1852 -0.5166 -0.1148 -0.154
C -0.3861 -1.0598 -1.4737 0.033
C 0.9771 0.2539 0.1449 -0.164
C 0.6608 1.5131 0.9445 -0.045
H -1.0292 -0.2513 1.6872 0.134
H -2.0164 -1.1964 0.3352 0.143
H 0.4970 -1.3983 -1.8580 0.078
H -0.8972 -0.4886 -2.1976 0.106
H -1.1640 -1.8801 -1.4035 0.132
H 1.5880 -0.3252 0.7383 0.120
H 1.3214 0.4252 -0.9343 0.168
H -0.1391 2.0995 0.5309 0.089
H 0.4179 1.1981 1.9520 0.077
H 1.5287 2.1831 0.9971 0.105
```

Max |F| ... 3.8 eV Å⁻¹
Structure (SMILES) ... C=[N+](C)CC
Net charge ... +1
Energy above the lowest of the compared OMol25 structures with the same formula, charge and spin ... 1.769 eV
Calculated total energy ... -212.8553 Eh

***

Entry 6:
Here is a cluster of 2 separate species, C4H10N in total in a non-equilibrium geometry from the OMol25 dataset. Energies are from ωB97M-V/def2-TZVPD.

```
15
Properties=species:S:1:pos:R:3:lowdin_charge:R:1
C 1.6843 0.7265 1.8701 0.180
N 0.4433 0.5196 2.0542 0.210
H 2.1371 1.5432 2.4169 0.134
H 2.1915 0.0476 1.1915 0.128
H 0.0664 1.0716 2.8311 0.164
H -0.2416 0.0668 1.4473 0.140
C -1.4870 -1.2291 -1.1495 -0.106
C -0.1572 -0.5249 -1.2131 -0.278
C -0.0003 0.6614 -1.7960 -0.006
H -1.4649 -2.2350 -1.5538 0.083
H -2.3530 -0.6485 -1.4460 0.080
H -1.6728 -1.3996 -0.0673 0.063
H 0.6447 -1.0783 -0.7371 0.083
H 0.9841 1.0538 -2.0426 0.056
H -0.7747 1.4249 -1.8058 0.070
```

Max |F| ... 2.5 eV Å⁻¹
Net charge ... +1
Energy above the lowest of the compared OMol25 structures with the same formula, charge and spin ... 2.768 eV
Calculated total energy ... -212.8186 Eh

***

Entry 7:
Here is the ion C4H10N with charge +1 in a non-equilibrium geometry from the OMol25 dataset. Energies are from ωB97M-V/def2-TZVPD.

```
15
Properties=species:S:1:pos:R:3:lowdin_charge:R:1
C 2.1992 0.0842 -0.1464 0.060
C 1.1309 -0.3252 0.4511 -0.128
N -0.1912 -0.0988 -0.2692 -0.217
C -1.2253 -1.1054 -0.0997 -0.002
C -0.5606 1.2806 0.1238 -0.009
H 3.2196 -0.0360 0.2069 0.095
H 2.1468 0.5119 -1.1977 0.119
H 1.0959 -0.6618 1.5578 0.176
H 0.1539 -0.0109 -1.2288 0.169
H -1.5705 -1.1007 0.9802 0.139
H -2.1001 -0.9816 -0.7272 0.113
H -0.9114 -2.0827 -0.3078 0.089
H -0.7009 1.2367 1.2916 0.159
H 0.2655 1.8914 -0.2271 0.091
H -1.4428 1.6771 -0.5228 0.147
```

Max |F| ... 3.2 eV Å⁻¹
Structure (SMILES) ... C=C[NH+](C)C
Net charge ... +1
Energy above the lowest of the compared OMol25 structures with the same formula, charge and spin ... 2.024 eV
Calculated total energy ... -212.8460 Eh

***

Entry 8:
Here is a cluster of 2 separate species, C4H10N in total in a non-equilibrium geometry from the OMol25 dataset. Energies are from ωB97M-V/def2-TZVPD.

```
15
Properties=species:S:1:pos:R:3:lowdin_charge:R:1
C 1.5243 -2.2411 0.8680 0.182
N 0.4475 -1.5194 0.8608 0.182
H 1.3410 -3.3255 0.6367 0.147
H 2.3781 -1.6448 1.3048 0.154
H 0.6558 -0.5566 0.9890 0.060
H -0.4468 -1.7528 0.3735 0.175
C -1.6387 0.9164 -1.3301 -0.107
C -0.8042 1.5896 -0.1849 -0.226
C 0.5082 1.4131 -0.1284 -0.102
H -2.3497 1.7870 -1.6714 0.109
H -1.1222 0.6806 -2.2906 0.071
H -2.0736 -0.0716 -0.9118 0.082
H -1.2989 2.2785 0.4657 0.094
H 1.0765 1.9131 0.7552 0.092
H 1.1694 1.2603 -1.0243 0.088
```

Max |F| ... 3.5 eV Å⁻¹
Net charge ... +1
Energy above the lowest of the compared OMol25 structures with the same formula, charge and spin ... 3.250 eV
Calculated total energy ... -212.8009 Eh

***

Entry 9:
Here is a cluster of 2 separate species, C4H10N in total in a non-equilibrium geometry from the OMol25 dataset. Energies are from ωB97M-V/def2-TZVPD.

```
15
Properties=species:S:1:pos:R:3:lowdin_charge:R:1
C -0.7444 0.7327 0.8979 -0.073
C -1.0939 -0.6733 0.5044 -0.261
C -1.3078 -0.7150 -1.0365 -0.110
C 2.8699 0.4706 -0.1396 0.082
N 1.6855 0.4406 -0.3019 0.308
H 0.3515 0.8241 0.5945 0.041
H -1.0903 1.0724 1.8731 0.098
H -1.2819 1.4447 0.2575 0.103
H -1.8238 -1.2421 1.0742 0.125
H -0.1513 -1.2743 0.5846 0.115
H -2.3941 -0.6211 -1.1457 0.084
H -1.0485 -1.6052 -1.6036 0.075
H 3.6057 -0.2265 -0.5679 0.174
H 3.2691 1.2425 0.5502 0.177
H -0.8456 0.1300 -1.5412 0.062
```

Max |F| ... 3.0 eV Å⁻¹
Net charge ... +1
Energy above the lowest of the compared OMol25 structures with the same formula, charge and spin ... 6.472 eV
Calculated total energy ... -212.6825 Eh

***

Entry 10:
Here is a cluster of 2 separate species, C4H10N in total in a non-equilibrium geometry from the OMol25 dataset. Energies are from ωB97M-V/def2-TZVPD.

```
15
Properties=species:S:1:pos:R:3:lowdin_charge:R:1
C 2.8278 1.8661 -2.2987 -0.096
C 2.4315 2.1299 -1.0653 -0.127
H 3.8603 1.7663 -2.7046 0.067
H 2.0436 1.7048 -3.0613 0.050
H 2.9986 2.0602 -0.1020 0.053
H 1.3263 2.3305 -0.7847 0.054
C -1.8064 -2.1383 1.8780 0.012
C -1.9848 -0.3072 0.3405 0.176
N -1.3003 -1.1975 0.9078 -0.025
H -1.0744 -1.8167 2.6270 0.128
H -1.6046 -3.1512 1.4979 0.123
H -2.8868 -2.1190 1.9443 0.114
H -3.0287 -0.3000 0.4488 0.110
H -1.5347 0.4022 -0.4244 0.158
H -0.2672 -1.2303 0.7965 0.201
```

Max |F| ... 3.1 eV Å⁻¹
Net charge ... +1
Energy above the lowest of the compared OMol25 structures with the same formula, charge and spin ... 3.046 eV
Calculated total energy ... -212.8084 Eh